[1]
Molecular formula: C27H44B2CaF17N8O9S3
Method: DFT, the ωB97M-V functional and the def2-TZVPD basis

The multiplicity is 2. Its expectation value of S² is 0.76. The frontier orbital gap (alpha / beta) comes out at 3.630 / 6.956 eV. As for the total charge: 0.

Geometry as XYZ:
```
111
Properties=species:S:1:pos:R:3:forces:R:3
N -8.518809 16.533914 17.639532 -3.0208 -1.4370 -0.9425
B -6.814397 16.013258 9.134491 1.5257 -0.3750 0.2813
N -16.265602 16.850292 12.601858 8.1796 -0.3867 -0.1898
C -5.678912 13.475116 12.332043 0.1649 -0.4311 0.3446
C -8.542102 15.855421 18.891639 -0.7548 0.2623 0.1506
H -7.132977 18.720017 14.185266 0.4188 -0.2607 0.1281
F -6.643132 16.940185 8.156459 0.1244 0.8362 -1.4195
F -13.671338 20.001557 9.020262 -0.7157 0.3473 0.5232
C -10.551882 22.857631 11.952655 -0.3416 1.9464 1.6896
H -4.277811 11.183155 15.319523 -0.0150 -0.3840 -0.1569
O -9.804703 14.001048 7.465094 0.1438 -1.2782 0.5537
O -11.469297 15.241777 6.132112 0.5866 -1.0375 3.4659
S -10.829991 14.985440 7.476353 -0.9093 1.5057 -4.0777
H -5.654709 10.135771 14.773175 0.1331 0.2198 -0.2870
F -13.584283 22.207044 8.937649 -0.8969 -0.0400 0.5665
B -10.349846 17.682691 11.406338 1.0758 -0.4916 2.2647
C -12.817379 15.520747 13.061132 0.4389 0.2847 -0.5656
N -14.048212 16.330849 12.736095 -1.3746 -0.4239 -0.1344
H -17.508528 15.241406 14.279214 0.1298 -0.2119 -0.4081
C -10.557016 23.299363 14.107003 -1.4094 2.3101 0.1982
H -8.555604 16.574884 19.710349 0.1923 0.4169 0.1161
H -7.124740 15.995270 12.934015 0.3684 -0.0960 0.2973
H -7.987191 15.007228 11.888816 0.2762 -0.8595 -0.1689
F -5.299957 21.289585 11.775739 -0.4481 0.0801 0.1290
H -7.382823 14.190720 18.240643 0.3859 0.2520 -0.2679
H -6.103079 18.981804 15.697899 0.2168 -0.3616 -0.4971
H -11.507248 26.002903 11.216253 -0.0306 -0.0738 0.1336
H -7.143574 11.390414 16.484836 0.0051 -0.8530 -0.2979
O -11.674711 21.146413 6.863045 -0.6581 -0.7178 2.3591
C -15.463146 17.932402 12.168368 -0.2649 0.0986 0.5889
H -7.501726 19.913774 15.387480 -0.4115 0.1050 0.2650
H -10.362380 22.319468 11.035661 0.0746 0.1805 -0.5122
H -9.179296 20.586352 12.463012 -0.0371 0.8054 -0.4565
C -11.641201 24.948097 10.976338 -1.0977 0.0284 -0.9179
H -10.192279 20.191411 13.723976 -0.5410 0.7528 0.5162
O -6.404593 21.648462 8.685440 0.0278 -0.9254 0.5989
S -11.383826 21.018381 8.299106 3.1761 1.8983 -1.6032
N -11.114100 24.167460 12.086833 1.5865 -4.5505 1.4336
H -5.531028 13.960677 11.378754 0.0277 -0.0407 -0.1374
H -12.230274 16.021415 13.831028 -0.2236 0.1885 -0.1396
O -10.400053 16.234327 8.075068 -0.2970 0.9449 0.8180
H -6.976528 17.995320 18.003276 -0.1524 -0.1696 -0.1025
S -7.154097 20.938678 9.691134 0.2956 -1.5527 0.0902
C -15.321502 15.860143 12.873961 0.7420 1.8120 0.1230
F -10.250600 16.364127 11.844989 -0.5503 -0.4966 0.2984
Ca -9.290733 18.042545 8.987755 1.2439 -0.1926 -2.2309
H -9.446330 15.277038 19.081205 -0.3104 0.0834 -0.7197
C -14.107410 17.663669 12.259599 -2.1683 -1.4477 0.5135
H -10.365594 23.243785 15.168450 0.0046 -0.3477 -0.1668
C -17.614269 16.584032 12.506136 -2.3233 0.2912 0.7958
C -7.574165 15.002901 12.897521 -0.6009 1.4439 0.0971
C -9.379101 16.419725 16.518763 -0.2674 -0.7750 -0.5077
F -11.879317 14.469849 9.964222 0.2694 0.0728 0.3214
H -8.417550 14.999229 13.588013 0.2388 -0.2688 0.1081
C -12.966583 21.097465 9.329067 1.9544 -0.6610 -4.0706
C -6.055579 11.451529 16.459648 0.0773 0.6259 0.4531
F -4.875440 19.581281 10.515968 0.0819 0.8299 -0.5575
H -11.573057 25.320797 13.868171 0.1174 -0.1882 0.0530
C -7.097781 18.909690 15.258064 -0.4530 -0.2550 0.8865
C -12.193734 14.364745 8.653063 2.6695 2.3679 -0.6121
H -13.711130 25.392729 11.234897 -0.3445 -0.2551 0.3521
H -11.064517 24.769678 10.068766 0.2558 -0.3994 0.2997
H -13.442389 24.839908 9.655580 0.2897 -0.7613 -0.0554
F -9.030024 18.094739 11.226311 0.7757 0.6528 0.1773
N -5.656475 12.199439 14.175980 -1.1303 1.5105 -0.4952
O -7.766941 19.631520 9.286858 1.4151 2.0405 0.3512
O -10.553666 22.171950 8.768003 -2.0055 -1.5262 0.3144
O -10.796335 19.730478 8.721721 -1.0541 1.0240 -0.4475
N -7.860724 17.890719 15.988661 1.0127 0.1787 -0.1225
C -6.576195 13.205927 14.348226 0.5199 0.0339 -1.7495
H -12.186494 15.388467 12.182166 -0.1684 0.6720 -0.1633
C -5.084881 12.393616 12.922462 -0.0922 0.1802 0.0870
H -18.167823 17.511510 12.359664 0.1957 0.0401 -0.4872
C -5.351085 11.115639 15.141654 -0.4274 1.2644 0.7914
F -5.851455 16.268617 10.141334 -0.2234 -0.0166 0.8149
H -10.260809 15.827220 16.713495 -0.0130 -0.1163 -0.7496
H -7.189052 13.481542 15.193711 0.1133 -0.4827 -0.0167
H -9.152625 17.407590 14.434743 -0.5915 -0.5040 0.0643
H -6.448538 15.505895 19.145000 0.1242 -0.2203 -0.5296
F -12.412153 13.154083 8.382129 -0.5993 -4.0065 -0.4766
F -8.117108 16.170563 9.569914 -1.4924 0.1565 1.4861
C -5.869586 20.298141 11.085704 0.4806 -0.9673 -2.0570
N -6.611160 13.955756 13.213893 0.1227 -1.2420 0.7634
H -4.263356 11.786686 12.571567 -0.2367 -0.0372 0.0309
F -6.676505 14.704122 8.773977 0.3270 -1.0654 -0.5362
F -11.013443 17.805223 10.240048 -2.0927 -0.4547 -0.1440
N -10.204756 22.358608 13.193227 -0.7910 0.4877 -2.8579
F -6.377192 19.385120 11.924691 -1.1476 0.6525 0.7599
C -8.888123 17.164094 15.453160 -0.4187 0.0001 2.4062
H -5.598513 10.927269 17.298907 -0.2740 -0.2904 -0.1653
H -8.680429 21.143398 14.023430 -0.2935 0.1210 0.1414
H -13.258158 18.288384 12.025295 0.1316 -0.2229 0.0966
F -12.688640 21.112973 10.586625 -0.1759 0.1691 2.2145
C -18.052423 16.106252 13.899299 -0.6623 -1.1971 0.1916
C -11.183775 24.394392 13.472407 1.5079 -1.6992 -0.6360
H -13.395306 23.645139 11.105097 -0.2110 0.0548 -0.6093
F -13.289218 15.022428 8.462899 -2.0521 1.5833 -0.0867
H -15.485151 14.859845 13.246817 -0.3238 0.1506 -0.1813
H -17.887447 16.840356 14.687957 -0.0227 0.4911 -0.4511
C -7.691773 17.515528 17.351645 3.3645 3.7325 -1.0614
H -19.100039 15.808287 13.941970 -0.0443 0.1759 -0.1927
H -5.944888 12.506799 16.709144 0.6482 0.1284 -0.0626
C -7.378215 14.950201 19.022478 0.5541 -0.9407 1.1362
C -9.558801 21.013638 13.391188 0.5545 0.1428 -0.2647
H -15.971641 18.861197 11.955823 0.2484 -0.0428 -0.2991
C -13.164324 24.625062 10.687382 1.1176 1.4413 1.0956
H -17.663158 15.969888 11.606953 -1.1762 -0.4871 0.4178
H -12.952482 14.481147 13.359616 -1.1408 0.2486 0.2508
H -7.507828 14.387299 19.946842 0.1207 -0.0863 0.2181
F -10.894897 18.499390 12.400603 -0.8364 0.0777 0.4443
O -8.049142 21.764178 10.451494 -0.5182 0.2105 0.9782
```
Forces are in eV/Å.

Löwdin population analysis, charges in e, atoms 1 to 6: -0.150, -1.388, -0.082, 0.029, -0.251, 0.076


[2]
Molecular formula: C4H10AlO2
Method: DFT, the ωB97M-V functional and the def2-TZVPD basis

The multiplicity is 1. As for the energy relative to the best compared isomer or geometry (same formula, charge and spin): 0.00 kJ/mol. The frontier orbital gap comes out at 3.784 eV. As for the total charge: +3.

Geometry as XYZ:
```
17
Properties=species:S:1:pos:R:3:forces:R:3
O 0.518591 -0.537865 -1.414592 -0.3755 -0.7967 2.2630
H 2.321671 -0.882055 -0.354642 -0.1414 0.0065 1.0027
H -0.141819 -2.237715 -0.351212 0.8462 -0.1079 0.0173
H -1.162639 2.637415 1.904708 -0.4285 0.0267 -1.1822
H 1.944821 -2.044205 -1.614112 0.1074 -0.5675 -0.1842
H -1.540599 1.000645 2.518528 0.1446 -0.4860 0.2779
C -0.664349 -0.499265 0.694538 -2.7689 2.3744 -1.2380
H 2.225541 -0.241785 -2.037142 1.4197 -0.8602 -0.0229
H 0.093261 -0.743475 1.439168 0.9118 -0.3798 0.0688
H 0.122761 1.564545 2.139808 0.8669 -0.2238 0.7198
O -0.787829 0.945545 0.551228 1.0549 -1.4810 0.9134
C 1.861741 -0.993415 -1.336562 -0.5348 2.0727 -2.5249
C -0.370699 -1.205505 -0.616292 0.7762 -1.0912 -0.2658
H -1.312389 -1.347275 -1.146592 -0.9354 0.7223 -0.4607
H -1.640889 -0.882905 0.989968 -0.1646 0.0753 1.1850
Al -0.544899 3.890455 -3.197032 -0.0695 0.4788 -0.4092
C -0.922279 1.576855 1.830228 -0.7090 0.2375 -0.1600
```
Forces are in eV/Å.

Löwdin population analysis, charges in e, atoms 1 to 6: 0.079, 0.171, 0.181, 0.147, 0.176, 0.158


[3]
Molecular formula: C4H8NO2
Method: DFT, the ωB97M-V functional and the def2-TZVPD basis

The multiplicity is 1. As for the energy relative to the best compared isomer or geometry (same formula, charge and spin): 523.62 kJ/mol. The frontier orbital gap comes out at 5.558 eV. As for the total charge: -1.

Geometry as XYZ:
```
15
Properties=species:S:1:pos:R:3:forces:R:3
H -1.325341 1.181222 0.646847 0.2311 0.1661 -0.1926
H 1.521023 0.504208 -2.599083 0.8787 0.1538 -0.1302
C 0.948427 0.267504 -0.578549 3.4145 -4.8324 -1.0636
H -0.078555 0.435591 1.728182 0.1921 0.6579 -0.3115
H 0.956774 -1.006231 -2.196573 0.1365 -0.2339 0.0756
O 1.615170 1.377653 -0.052511 -2.9293 0.5912 -2.0549
C -1.810520 -0.647962 1.631025 -0.4001 0.2898 -0.9477
H -2.529405 -1.015753 0.844440 0.1480 -0.1216 -0.1284
H -1.208957 -1.557274 1.900874 -0.0369 -0.1141 0.2167
C -0.777835 0.273549 0.902143 -0.3874 -1.3214 1.1012
C 1.673851 -0.264214 -1.833364 -2.2488 -0.3466 -1.0552
N -0.080245 -0.343601 -0.252452 -1.5725 1.0756 1.5417
O -2.418466 0.018617 2.610488 0.1385 -0.0814 0.4055
H 0.885793 1.548156 -0.848204 1.9433 3.4679 1.8005
H 2.628286 -0.771464 -1.903263 0.4924 0.6489 0.7429
```
Forces are in eV/Å.

Löwdin population analysis, charges in e, atoms 1 to 6: 0.106, 0.067, -0.596, 0.103, 0.065, 0.006


[4]
Molecular formula: C18H33Cs2F2MgN3O6PS2
Method: DFT, the ωB97M-V functional and the def2-TZVPD basis

The multiplicity is 1. The frontier orbital gap comes out at 0.878 eV. As for the total charge: +1.

Geometry as XYZ:
```
68
Properties=species:S:1:pos:R:3:forces:R:3
C 2.453305 3.392016 2.712495 -0.5819 -0.9275 -0.1446
H -1.544834 4.702050 -1.995405 -0.0117 -0.0163 -0.0258
C 0.757057 -8.079248 -4.906302 -0.0755 -0.0965 -0.0063
S -3.456506 3.032080 4.209982 -0.1089 0.3596 0.2974
C -1.112933 0.210576 2.370848 1.4144 1.9775 1.4819
H 1.813567 -7.819801 -4.870276 0.0054 0.0260 -0.0114
H -4.240200 2.704819 3.179098 -0.0432 -0.2018 -0.1376
H -2.118875 5.397498 -0.467941 0.1196 0.0546 0.0826
F -2.971582 1.854155 0.586249 -0.4137 4.6539 3.3064
H 7.997411 4.687662 4.375255 0.1554 0.1468 0.0555
C -3.888717 -5.702629 -3.304448 -0.2877 -0.2599 -0.3752
O -2.821276 6.414842 -3.281804 -0.0754 -0.0590 -0.1774
H 3.104682 0.327921 3.344482 0.3843 -0.0253 0.0267
Cs 4.700451 0.158779 5.917193 8.7674 -3.0442 7.0736
C 0.114701 -7.865439 -6.275321 0.0339 0.1346 0.0429
H -3.141741 8.646975 -2.188656 -0.0136 0.0063 -0.0243
H -4.028005 -6.759619 -3.086187 0.0052 -0.0130 -0.0447
Mg 0.800830 0.158062 5.279193 -0.7370 -0.5820 0.6997
H -1.837027 -8.735350 -5.872966 0.0096 -0.0073 -0.0573
H -6.024590 -5.294518 -3.703801 -0.8311 0.2894 -0.0048
C -2.070211 2.137867 3.698203 -0.1078 0.0989 -0.3224
O 5.504815 4.253694 2.762647 -0.0832 -0.1649 -0.1289
H -0.166239 -7.544585 -2.992095 -0.0630 0.0025 0.0070
Cs -2.705336 0.423757 -0.880598 0.9557 -2.3951 -7.5907
C 0.159570 0.666211 2.788796 0.6731 -0.5026 -0.1763
C -0.102044 -7.186419 -4.020350 0.0442 0.1100 -0.0549
O 9.967346 4.414124 4.611877 -0.0102 -0.0918 -0.0087
N -3.352548 0.511720 2.428887 -0.6831 -0.5095 0.7556
F -7.520558 -4.383913 -3.708705 0.5157 -0.6113 -0.0966
H 1.057535 0.169508 2.461177 0.1459 -0.2313 -0.3174
H 4.212035 1.497479 4.204182 -1.2875 0.3279 -1.0439
H -1.919782 -7.120958 -6.600033 -0.0348 0.0373 0.0413
H -3.565891 -5.606903 -4.340981 0.0076 -0.0877 -0.0166
H -0.596804 5.974214 -1.204598 -0.0406 0.0397 0.1577
C -1.359146 -7.751440 -5.909700 -0.0233 -0.1408 0.0299
H -3.119315 7.882111 -0.589308 0.1138 0.0125 0.0771
O 5.531305 4.148820 4.907183 -0.3045 -0.3766 0.0912
C -1.606807 5.614013 -1.407076 -0.0703 -0.0779 -0.1574
H -0.647927 3.334109 4.734385 0.0500 0.3019 0.1612
C -0.804115 2.495747 4.081253 -0.4180 0.1362 0.3540
H 0.278112 -6.157986 -4.007509 0.0609 -0.0277 0.0275
C 7.244421 5.307617 3.889399 0.0789 0.0322 -0.1229
H 2.492180 2.729095 1.856296 0.2968 -0.0469 -0.3606
H 0.312990 -8.666166 -6.984658 -0.0091 -0.0310 0.0102
H 7.540198 5.549079 2.877516 -0.0442 -0.0490 -0.0610
H 10.919688 4.557970 4.706538 -0.1415 -0.0042 0.0092
O -4.986852 -3.555031 -3.313409 0.1205 -0.2343 0.1565
H -4.712941 -3.474350 -4.233870 -0.0040 0.0899 -0.0698
O -1.408485 -7.176640 -4.598284 0.0723 -0.0121 -0.0366
H 0.652002 -9.122815 -4.603655 0.0055 -0.0035 0.0173
C -2.193498 1.006205 2.859738 -0.5126 -0.8227 -0.2886
H 1.636645 4.072543 2.521928 -0.1302 0.4477 0.0843
H 7.045741 6.205003 4.467100 -0.0249 -0.0690 0.1298
H -1.605718 8.459317 -1.323426 -0.0041 -0.0314 0.1337
C -5.171461 -4.914134 -3.047251 0.8154 0.8485 0.4493
C -2.381145 6.654411 -2.186522 0.0705 0.0443 0.1367
C -2.573784 7.999126 -1.526893 -0.0916 -0.0017 -0.1855
S -3.025313 -0.728352 1.536552 -0.7286 -2.4498 2.7588
H 0.468634 -6.928956 -6.711467 -0.0057 0.0003 -0.0174
C 0.288307 1.762067 3.618051 1.2613 -0.5213 -0.6546
H -5.497488 -4.991389 -2.014145 -0.2137 -0.0326 -0.0468
P 1.951513 2.402082 4.157846 0.1165 1.0808 1.1227
N 5.993178 4.516460 3.840866 0.3650 0.2953 0.0897
N -1.413308 -0.821107 1.611388 -0.9232 -0.1890 -0.2383
H 3.179826 0.375951 5.152279 -5.2289 2.2427 -4.6215
H -3.084031 -5.313089 -2.677856 -0.0814 0.0615 0.1035
C 3.209419 1.001888 4.204956 -2.5037 0.8909 -2.3921
H 3.389571 3.891212 2.881660 0.2884 0.1989 0.0480
```
Forces are in eV/Å.

Löwdin population analysis, charges in e, atoms 1 to 6: -0.223, 0.075, -0.169, 0.921, -0.402, 0.111


Respective strongest force on any atom values: 8.2, 3.9, 6.0, 11.7 eV/A.